Record 1
# C25H54N6O10S2Si

6 unconnected molecules or ions with the total composition C25H54N6O10S2Si (ωB97M-V/def2-TZVPD, the Open Molecules 2025 dataset).

Structure (XYZ):
```
98
Properties=species:S:1:pos:R:3:forces:R:3:mulliken_charge:R:1
C 2.220041 -3.428456 -4.896228 0.045 0.008 0.063 0.806
H 0.952655 -2.424103 -2.130257 -0.190 0.169 0.014 0.175
H 0.429554 5.975591 -0.805295 0.006 -0.007 -0.025 0.282
O -3.713945 3.166433 -5.099934 -0.008 0.003 -0.091 -0.642
C -5.731880 0.671932 -6.765047 -0.001 0.072 0.002 -0.833
C -1.293506 1.177663 -0.199140 0.229 -0.321 0.020 -0.627
H -4.280382 0.237967 -4.246702 0.000 -0.017 -0.010 0.394
H -2.265897 1.230169 0.293007 -0.017 0.153 -0.083 -0.078
H -0.759736 -2.497823 1.293196 -0.076 0.002 -0.022 0.288
N 2.407108 -2.634182 -5.978912 -0.007 0.013 -0.054 -0.156
H 4.831733 -4.688894 1.570876 -0.017 0.035 -0.045 0.457
H -1.340328 1.683136 -1.164292 -0.045 0.119 0.079 0.192
H -4.955489 2.639494 2.688673 0.018 0.039 0.002 0.518
C -3.302653 1.399538 3.318491 0.062 0.237 0.160 0.896
H 2.020652 2.174247 8.363351 0.019 -0.008 -0.008 0.379
H 0.933849 -2.635946 -0.377484 0.053 -0.129 -0.113 0.322
H 5.455876 -3.867553 3.012563 -0.007 0.001 -0.016 0.423
H 2.422127 1.843156 6.673857 0.009 -0.006 0.017 0.359
O 0.704949 -0.685453 -0.986880 -0.094 -0.134 -0.105 -0.442
C -2.035243 -1.436649 -1.599440 -0.030 0.031 -0.122 -0.764
H -2.133732 3.923747 4.956941 0.003 -0.013 0.007 0.258
N -2.901317 2.033992 4.451326 -0.071 -0.085 -0.120 -0.053
C 4.893339 -3.730789 2.090653 0.002 0.063 0.016 -1.090
H 4.042485 -1.799020 -7.000289 0.023 -0.010 0.009 0.285
H -3.670134 3.513914 5.731124 0.001 0.001 -0.004 0.286
H -1.590094 5.272785 0.503583 -0.002 -0.014 -0.001 0.213
C 3.492935 -3.174743 2.392368 -0.003 -0.186 -0.084 1.163
C 2.996934 -2.259219 1.283044 0.122 -0.108 -0.099 -0.822
O -3.331431 4.053358 -0.592422 -0.011 0.046 0.128 -0.598
H 3.128302 -3.794542 -0.274005 0.012 -0.009 0.126 0.360
H -0.687684 6.446453 -2.085046 0.015 0.014 -0.007 0.330
C -0.574556 6.351848 -1.009970 -0.025 -0.035 0.055 -0.901
H -0.158251 -0.945662 1.917284 -0.044 -0.051 0.050 0.198
H -2.789307 6.025387 -2.932548 0.035 0.008 0.004 0.435
C -3.092167 3.422352 4.809804 0.028 -0.082 -0.010 -0.916
H -2.432548 -0.672931 -2.274850 0.003 -0.059 0.003 -0.064
C 1.607673 2.083355 7.358182 -0.063 0.015 -0.010 -1.265
Si -0.854238 -0.617733 -0.395492 -0.291 0.190 0.017 0.562
C 3.481919 -2.721398 4.730670 0.209 -0.178 -0.201 0.792
C 3.205485 -4.551357 -4.670073 -0.028 -0.003 0.018 -1.458
N 3.414517 -3.106366 5.812713 -0.048 -0.054 0.263 -0.594
H 3.105198 -0.833877 -1.006917 -0.140 0.051 -0.069 0.406
S 5.193479 -2.706387 -0.234953 0.032 -0.133 -0.085 1.396
H -5.618983 0.564493 -7.845259 0.017 -0.020 0.001 0.284
C 3.402361 -2.750850 -0.101941 -0.076 0.224 -0.142 -0.008
H -5.479666 2.773549 -6.662951 0.002 0.002 0.011 0.247
C 0.522665 1.028784 7.306958 0.244 -0.125 0.048 0.803
O -0.620542 1.304505 6.979404 -0.200 0.049 -0.105 -0.674
O 5.622394 -2.784242 1.308868 0.021 0.064 0.138 -0.420
H 0.112351 -0.897237 7.579836 0.002 -0.013 -0.024 0.221
H -2.743203 1.107022 -4.105350 -0.001 0.020 -0.007 0.189
H 3.171949 -2.156979 -2.172826 0.095 0.030 0.060 0.209
O -3.058591 0.212528 3.158334 -0.047 -0.120 -0.108 -0.660
H 4.217983 -4.166683 -4.541231 0.011 -0.011 -0.013 0.407
H -5.256559 -0.179206 -6.288341 -0.008 -0.017 -0.006 0.312
H 3.423064 -1.264888 1.432660 0.014 -0.029 0.070 0.271
H -4.291570 1.562448 1.451068 -0.020 -0.020 0.007 0.280
C 2.178100 -0.740648 8.036515 -0.126 -0.010 -0.052 -0.536
H -1.559206 -2.198852 -2.221620 0.028 -0.011 0.081 0.336
H 2.910559 -5.079684 -3.768767 -0.012 0.008 0.001 0.284
H 1.720932 -1.900508 -6.064598 0.002 0.001 0.011 0.234
O 5.627491 -3.902874 -0.891702 -0.031 0.105 0.012 -0.680
H -3.098644 0.156222 -5.560095 -0.011 -0.022 0.009 0.397
C 3.450477 -2.715068 -6.980509 -0.058 0.037 0.029 -0.845
C -4.117879 2.055886 -5.402529 0.010 -0.060 0.086 0.693
H 1.164027 3.030440 7.067411 -0.009 -0.002 0.000 0.259
S 2.415023 -4.582976 2.715682 0.002 0.021 -0.069 -0.084
H -2.884260 -1.897490 -1.089504 0.027 0.023 0.022 0.383
N -1.582934 5.455572 -0.487223 0.001 0.042 0.021 -0.150
H -3.413497 4.371220 -3.065565 0.015 -0.001 -0.012 0.260
O 5.645465 -1.424902 -0.666262 -0.004 -0.103 0.013 -0.690
H 3.026387 -2.873794 -7.973156 0.009 -0.024 -0.003 0.290
H -6.796319 0.644140 -6.526278 0.001 -0.019 0.018 0.281
N 0.874363 -0.239771 7.637199 -0.069 0.112 -0.003 -0.165
H 2.135146 -1.173150 9.037779 0.017 0.031 0.006 0.293
H -2.412218 1.435902 5.100425 0.126 0.047 0.134 0.192
C -0.920609 -1.416297 1.285985 0.169 0.001 0.066 -0.945
H -0.556996 1.666460 0.443230 -0.056 0.105 -0.055 0.397
H 1.271189 -3.907958 2.547496 -0.084 0.032 0.083 0.192
H 4.115481 -3.543276 -6.758691 0.015 -0.001 -0.012 0.318
H 2.525490 -1.504718 7.341717 0.028 0.030 0.064 0.054
H 1.912670 -2.167066 1.351801 0.065 0.097 -0.044 -0.266
H -3.419201 3.026378 1.895487 -0.052 0.029 -0.027 0.291
H -1.677486 4.664898 -3.140036 0.002 0.023 -0.025 0.372
H -1.885004 -1.189399 1.749440 0.057 -0.102 0.016 0.457
C -2.609790 4.981429 -2.670490 -0.033 0.010 0.063 -1.426
C -2.552691 4.791190 -1.174962 0.019 -0.103 -0.089 0.909
H -0.664989 7.346507 -0.569117 -0.009 0.011 -0.021 0.293
C -4.037521 2.214917 2.280326 0.012 -0.073 0.012 -1.424
H -3.628303 3.938451 4.019491 -0.012 0.025 -0.007 0.379
N -5.127307 1.902020 -6.299336 -0.013 0.005 -0.043 -0.174
C 2.794413 -1.861242 -1.191819 0.005 -0.347 0.019 -0.760
O 3.596381 -2.256179 3.540438 -0.113 0.291 0.071 -0.445
O 1.289900 -3.226787 -4.128497 0.019 -0.056 -0.076 -0.641
C 1.264915 -1.973041 -1.189176 0.231 0.164 0.090 -0.244
H 2.897152 0.072175 8.046879 0.029 -0.012 0.012 0.282
H 3.205402 -5.249232 -5.508099 0.029 0.004 -0.005 0.457
C -3.526058 0.804430 -4.794025 0.010 0.033 0.001 -1.162
```
Positions in Å, forces in eV/Å.

Computed properties:
2S+1 = 1
E_HOMO = -8.952 eV
orbital gap = 9.43 eV
E_LUMO = 0.5 eV

=====

Record 2
# C19H44GdNOP2S

A molecular structure, C19H44GdNOP2S at a distorted geometry (ωB97M-V/def2-TZVPD, the Open Molecules 2025 dataset).

Structure (XYZ):
```
69
Properties=species:S:1:pos:R:3:forces:R:3:lowdin_spin:R:1
H -2.609437 -4.357134 -0.601773 0.030 0.205 -0.221 0.000
H -0.346516 5.594507 0.808758 0.199 -0.221 0.071 0.000
H -0.336113 -5.700240 0.101421 0.210 0.195 0.093 0.000
C -0.117711 -0.290109 3.594658 0.168 -0.367 0.366 0.000
H 1.130781 -3.245298 1.229809 -0.273 -0.035 -0.148 0.000
H 3.285947 0.342084 2.098507 -0.219 -0.066 0.146 0.000
H 1.373976 -5.297963 -0.219433 -0.200 0.053 0.080 0.000
C -0.949603 -3.518406 1.726690 0.166 -0.239 0.102 0.001
H 0.822444 -5.639872 1.422752 -0.023 0.058 -0.219 0.000
H 0.280712 4.900828 -2.512893 -0.124 0.023 0.105 0.000
H -1.420683 5.335911 -2.713381 0.202 0.010 0.090 0.000
C -1.155784 3.585949 -1.513952 0.201 0.078 -0.374 0.005
C 1.724493 -2.487268 -1.520680 0.007 -0.224 -0.198 0.005
H 0.814714 5.377664 2.110818 -0.021 -0.025 -0.216 0.000
H -1.162590 -0.214176 3.270975 0.266 -0.015 0.056 0.000
C 0.234096 -3.687572 0.757797 0.223 0.094 -0.084 0.005
C 0.532941 5.014417 1.113067 0.051 0.366 0.455 0.002
C -0.683189 4.953379 -1.996642 -0.209 0.372 -0.208 0.002
H -1.415715 -4.995257 -3.356430 0.199 -0.010 0.094 0.000
S 0.979585 -0.311613 2.163014 0.121 0.142 0.636 -0.012
H -0.607820 5.682571 -1.182451 -0.030 -0.215 -0.282 0.000
H -1.237897 -2.467741 1.879314 0.036 -0.139 -0.104 0.000
P 0.042185 2.709618 -0.439395 -0.037 0.053 0.130 0.022
C 2.557724 0.166461 2.896652 0.219 -0.074 0.236 -0.001
H -3.268121 -3.763660 -2.136765 0.159 -0.004 0.215 0.000
H 3.230024 1.227307 -1.896503 -0.382 -0.009 0.279 0.006
N 1.669532 0.048303 -1.069642 -0.311 0.058 -0.881 0.085
H 1.617567 -2.615975 -2.610429 -0.014 0.032 0.342 0.000
H 0.142118 0.569349 4.220502 -0.177 -0.175 -0.089 0.000
C 2.483577 -1.160388 -1.226084 0.387 0.014 0.429 0.013
C -1.152419 -3.407038 -1.947448 0.202 0.011 -0.382 0.005
C 1.720321 2.619354 -1.210624 0.036 0.261 -0.166 0.005
H -1.208724 -2.643359 -2.745984 0.020 -0.161 0.219 0.001
H 1.144131 3.028248 1.613040 -0.234 0.021 -0.125 0.000
H 1.364350 5.247271 0.438250 -0.190 -0.059 0.067 0.000
H 1.609837 2.874780 -2.277504 -0.013 -0.070 0.339 0.000
H -3.270092 3.964144 -1.659414 0.155 -0.024 0.218 0.000
H -2.901586 -2.618015 -0.848314 0.102 -0.114 -0.017 0.001
H -2.906718 2.664069 -0.525400 0.106 0.122 -0.004 0.001
Gd -0.312426 -0.002493 -0.192364 0.853 -0.006 1.016 6.820
H 3.075665 -1.272064 -0.297932 -0.026 -0.205 -0.222 0.001
H 3.079340 1.266928 -0.145711 -0.047 0.234 -0.220 0.001
H -0.649621 -3.909693 2.709910 -0.201 0.039 -0.249 0.000
H -0.602145 -5.528975 -1.881152 -0.031 0.254 -0.247 0.000
H 0.055274 0.115780 -2.316803 -1.273 0.007 -0.445 -0.007
C -0.679025 -4.703423 -2.597213 -0.198 -0.343 -0.247 0.002
P 0.043365 -2.668103 -0.769008 -0.033 -0.174 0.145 0.023
C -2.558569 3.639923 -0.888729 -0.040 0.119 -0.081 0.001
C -2.554658 -3.540053 -1.332814 -0.043 -0.106 -0.096 0.001
H -0.770233 0.100497 -2.285268 0.989 0.090 -1.014 -0.003
H 2.333772 -3.326395 -1.150120 -0.062 0.221 -0.283 0.001
H -1.210936 2.927339 -2.401294 0.028 0.127 0.244 0.001
C 0.539423 -5.157047 0.477095 0.018 -0.418 0.394 0.002
H 0.284504 -4.586203 -3.103133 -0.118 -0.034 0.100 0.000
H 3.234626 -1.021520 -2.030703 -0.390 -0.016 0.267 0.006
H 2.899542 -0.660550 3.533340 -0.045 0.309 -0.192 0.000
H -1.188990 2.149125 2.200830 0.059 0.163 -0.088 0.001
H -0.652059 3.523897 3.170487 -0.192 -0.024 -0.265 0.000
C 0.240012 3.518520 1.207064 0.159 -0.051 -0.106 0.005
O -3.872064 -0.088985 1.050796 4.199 0.110 -1.576 0.001
H -1.832292 -4.078458 1.388196 0.266 0.218 0.168 0.000
H 2.330121 3.410153 -0.746272 -0.054 -0.185 -0.313 0.000
C -0.936666 3.219297 2.152244 0.110 0.182 0.128 0.001
H -1.838690 3.778462 1.866288 0.290 -0.210 0.150 0.000
C 2.481829 1.267188 -1.078157 0.378 -0.065 0.401 0.013
H 2.423729 1.075938 3.495515 0.040 -0.231 -0.222 0.000
C -2.790008 -0.061221 0.649800 -5.485 -0.144 2.032 -0.017
H -2.613392 4.358503 -0.060597 0.026 -0.176 -0.243 0.000
H 0.030251 -1.231490 4.140843 -0.184 0.391 0.008 0.000
```
Positions in Å, forces in eV/Å.

Computed properties:
total charge = +2
2S+1 = 8
E_HOMO (alpha / beta) = -14.352 / -14.020 eV
orbital gap (alpha / beta) = 7.57 / 6.33 eV
E_LUMO (alpha / beta) = -6.8 / -7.7 eV
ΔE to the lowest compared entry with this formula, charge and spin = 0.00 kcal per mole

=====

Record 3
# C6H12N

A gas-phase ion, C6H12N (charge +1) at a distorted geometry (ωB97M-V/def2-TZVPD, the Open Molecules 2025 dataset).

Structure (XYZ):
```
19
Properties=species:S:1:pos:R:3:forces:R:3:mulliken_charge:R:1
H -3.406765 0.653857 1.076285 -0.283 0.052 -1.309 0.322
H 3.057963 -0.932151 -1.106943 -1.161 -0.023 0.605 0.357
C -3.343572 -0.198582 0.342567 0.511 0.085 5.453 -0.848
H -4.323169 -0.605333 0.233493 -0.463 -0.360 -0.502 0.363
H 2.751669 1.504590 0.723280 1.219 0.069 2.353 0.401
H 1.300112 2.239459 -0.000543 0.938 0.171 0.102 0.336
H -2.726985 -0.818716 1.017016 -0.516 -0.602 -0.435 0.277
H 2.908372 -0.961868 0.556645 0.664 -0.366 1.229 0.387
H -0.315874 0.738456 0.773155 -0.184 0.174 0.166 0.452
H -0.296140 -1.021840 0.278035 0.803 1.204 0.023 0.334
N -2.616006 0.025843 -0.803843 4.775 0.855 -1.388 -0.035
C 1.448442 0.217673 -0.204860 -1.576 -2.125 -1.168 0.857
C 2.267348 -1.014837 -0.287749 1.580 2.168 -1.575 -1.330
C 2.113835 1.494468 -0.085675 -1.052 2.108 -2.675 -1.242
H 1.771816 -1.926387 -0.343510 -0.973 -1.449 -0.085 0.406
H 2.882873 1.851889 -0.898441 -1.737 -1.140 0.809 0.362
H -3.208258 0.219527 -1.590939 0.382 0.004 -0.930 0.300
C -1.284761 0.124624 -1.029032 -1.837 0.726 -1.368 -0.101
C -0.023722 0.054279 -0.025228 -1.090 -1.551 0.696 -0.596
```
Positions in Å, forces in eV/Å.

Computed properties:
total charge = +1
2S+1 = 1
E_HOMO (alpha / beta) = -11.906 / -13.238 eV
orbital gap (alpha / beta) = 5.93 / 8.31 eV
E_LUMO (alpha / beta) = -6.0 / -4.9 eV
ΔE to the lowest compared entry with this formula, charge and spin = 123.72 kcal per mole

=====

| no. | electronic energy (Ha) |
| --- | --- |
| 1 | -3151.89163 |
| 2 | -2726.29020 |
| 3 | -290.12475 |